(1)
{
  "formula": "C17H17BrN6O2",
  "method": "wB97M-V/def2-TZVPD",
  "homo_ev": -8.8,
  "smiles": "N#Cc1cnc(NC(=O)Nc2cc(Br)ccc2N2CCC[C@@H](O)C2)cn1",
  "homo_lumo_gap_ev": 7.973,
  "spin_multiplicity": 1,
  "largest_force_ha_per_bohr": 0.07807,
  "symbols": ["C", "O", "H", "C", "N", "C", "C", "C", "O", "C", "N", "H", "H", "C", "H", "H", "N", "N", "C", "C", "Br", "H", "H", "C", "H", "C", "H", "H", "H", "C", "C", "N", "H", "C", "C", "H", "C", "H", "H", "C", "H", "H", "N"],
  "xyz": [[-0.55326, -2.11585, -0.89025], [-0.36688, -1.45289, -3.69441], [1.24245, -1.41158, 1.92604], [0.74205, 0.52958, 2.64922], [0.58220, 0.47097, -3.33530], [1.47651, 2.73340, -3.38142], [-1.70103, -4.31545, 0.45396], [-1.24041, -4.47353, -0.85309], [-1.03698, 1.88828, 0.67636], [0.34032, -0.89282, 2.24374], [2.03008, 3.84054, -2.81678], [-1.92695, -2.97517, 2.17422], [-0.04207, 2.47959, 3.06914], [2.26595, 3.73378, -1.47271], [-0.08402, -1.37709, 3.12058], [-0.80702, 1.16631, 3.98652], [-0.71876, -0.84063, 1.19063], [3.61711, 5.54453, -0.15933], [3.01102, 4.72651, -0.73800], [-1.48085, 1.38665, 1.89701], [-1.17106, -6.20267, -1.64820], [0.43981, -0.33566, -0.83240], [1.38459, 0.46091, 3.54982], [0.13754, -0.72121, -2.82570], [-2.38939, -0.49717, 2.41993], [-1.53622, -3.09269, 1.16041], [1.32765, 2.75631, -4.44922], [0.47737, 0.56351, -4.34603], [1.33446, 0.94039, 1.82458], [-0.70753, -3.36923, -1.53487], [-1.92566, -0.03084, 1.57799], [1.35174, 1.48401, -1.35586], [2.14426, 2.49406, 0.29756], [-0.41979, 1.43429, 2.98807], [1.91993, 2.54236, -0.76861], [-0.63958, 1.17298, 0.15561], [1.13967, 1.55712, -2.67004], [-2.34449, 1.98649, 2.22946], [-2.64056, 0.02584, 0.74256], [-0.93836, -2.02550, 0.47837], [-2.03911, -5.21896, 0.99618], [-0.32365, -3.54415, -2.55180], [0.06893, -1.02529, -1.48393]],
  "atomic_forces_ev_per_a": [[-0.6, -2.1, 0.4], [0.8, 0.2, 1.2], [-0.3, -0.3, -0.3], [0.7, -0.5, 0.3], [1.3, 2.1, 0.8], [0.7, 1.2, 0.8], [0.2, -0.5, 1.1], [0.2, 1.3, 0.6], [0.6, 1.3, -0.8], [-1.2, 1.0, 0.0], [-0.5, -1.9, 0.8], [0.4, -0.1, -0.3], [-0.3, -0.6, 0.0], [-0.4, -1.9, -0.4], [0.1, -0.5, 0.4], [-0.2, 0.0, -0.5], [0.8, 2.0, -0.1], [-1.4, -2.0, -1.2], [1.0, 2.2, 0.7], [-0.7, -0.6, 0.4], [-0.2, 0.4, 0.1], [-0.1, -0.1, -0.2], [0.0, 0.0, -0.6], [-2.7, -2.6, -1.5], [-0.6, -0.4, 0.8], [-0.1, -1.1, -2.1], [-0.1, 0.2, -0.2], [-0.1, -0.4, 0.6], [0.0, 0.1, 0.1], [0.4, -0.2, -0.3], [0.9, -0.7, -0.2], [0.2, 0.5, 0.2], [-0.2, -0.1, -0.3], [0.4, 0.7, 0.1], [0.2, 0.9, -0.7], [-0.1, 0.1, 0.4], [0.1, 0.4, 0.2], [0.2, -0.2, -0.3], [0.4, -0.3, 0.2], [-0.5, -0.5, 0.1], [0.0, 0.7, -0.4], [-0.3, 0.4, 0.6], [1.0, 1.7, -0.4]]
}

=====

(2)
{
  "formula": "C6H6Cl3P",
  "method": "wB97M-V/def2-TZVPD",
  "homo_ev": -9.1,
  "smiles": "ClPC1=CC=C[C@@H](Cl)[C@@H]1Cl",
  "homo_lumo_gap_ev": 8.617,
  "spin_multiplicity": 1,
  "largest_force_ha_per_bohr": 0.08994,
  "relative_energy_kj_mol": 198.0,
  "symbols": ["C", "Cl", "H", "Cl", "Cl", "P", "C", "H", "H", "C", "H", "H", "C", "H", "C", "C"],
  "xyz": [[-1.84172, -0.51957, 0.72504], [4.62421, -0.18045, -0.62521], [2.25916, 0.23686, -2.11364], [-1.57382, 2.08177, 1.18635], [-0.35572, -0.04708, -2.42854], [2.68549, 0.69784, -0.77140], [0.57208, -0.89882, 0.80998], [0.18590, 1.66391, -0.83532], [1.47096, -1.46791, 1.19440], [-1.60826, 0.69369, -0.05391], [-2.46176, 0.91611, -0.71576], [-1.08305, -1.92909, 2.07471], [-0.77950, -1.15801, 1.29249], [-2.81515, -0.86637, 1.00611], [0.90086, 0.02382, -0.04831], [-0.17967, 0.75330, -0.69699]],
  "atomic_forces_ev_per_a": [[1.9, -1.2, 1.3], [-1.5, -0.4, 0.2], [0.8, 0.2, 1.2], [-0.2, -0.2, -0.4], [-0.1, 0.6, 0.9], [-1.7, 0.2, -0.7], [2.3, -2.0, 2.6], [0.5, 4.4, -1.2], [-1.5, 0.3, 0.1], [0.7, 0.9, -0.2], [0.9, 0.1, 0.0], [1.2, 0.8, -1.3], [-2.1, -0.7, -0.3], [-0.5, 0.4, 0.0], [1.7, 0.0, -1.1], [-2.3, -3.6, -1.0]]
}

=====

(3)
{
  "formula": "C12H31NO3PS",
  "method": "wB97M-V/def2-TZVPD",
  "homo_ev": -10.5,
  "charge": 1,
  "homo_lumo_gap_ev": 8.549,
  "spin_multiplicity": 1,
  "largest_force_ha_per_bohr": 0.00497,
  "symbols": ["H", "C", "H", "H", "H", "C", "O", "H", "H", "O", "H", "H", "H", "C", "O", "H", "C", "H", "S", "C", "C", "H", "H", "H", "H", "C", "H", "C", "H", "C", "H", "H", "C", "C", "C", "H", "H", "N", "H", "H", "H", "P", "H", "H", "H", "H", "H", "H", "H"],
  "xyz": [[-0.39656, 0.91217, -2.59479], [-2.42965, 0.96558, -4.95145], [-2.59960, -0.92749, 1.55170], [-1.55114, 0.33990, -4.79008], [-3.80265, -0.18673, -0.43507], [-3.48858, 0.81413, -3.86276], [1.89111, -0.72075, 0.00728], [6.58036, 1.49984, 3.98867], [5.09406, 1.29690, 2.65422], [0.79397, 0.31857, 1.94766], [3.02598, 0.99219, 5.24603], [-3.89347, 1.41893, -1.83442], [3.60521, -1.28816, 4.35206], [-0.78181, 0.78830, -1.58551], [2.74052, 1.35618, 1.01284], [-4.30979, 1.49891, -4.08651], [-1.37792, -2.17201, -1.42477], [4.09758, -0.82756, 1.95679], [1.99911, -0.02940, 1.26145], [2.93996, -0.60067, 3.81695], [-2.05226, -0.89686, 0.60830], [3.66464, 1.22517, 0.76085], [-3.13058, -1.47107, -2.45135], [-0.83366, 1.75168, -1.08318], [-1.43555, -3.12680, -1.94965], [-2.10104, -1.15396, -2.29365], [-3.93740, -0.17859, -3.87645], [-3.03305, 1.20932, -2.46532], [5.45245, 0.00725, 4.78098], [3.07969, -0.94363, 2.33353], [-0.14181, 0.12442, -1.01432], [-2.74055, 1.10821, 0.14197], [3.29894, 0.83237, 4.19738], [-2.76213, 0.10399, -0.28121], [-2.01546, -2.27217, -0.04549], [-2.09050, 2.00089, -5.01356], [2.73001, 1.56119, 3.61263], [-2.16405, 0.22148, -1.67019], [-0.31587, -1.93299, -1.33982], [-3.03466, -2.66065, -0.14296], [2.78469, -1.97604, 2.13314], [5.15659, 1.22460, 4.09111], [1.92370, -0.84344, 4.13043], [-1.61341, -1.04302, -3.25792], [4.98082, 2.38702, 4.88762], [-2.45062, 2.12674, -2.53407], [-1.04782, -0.55343, 0.85538], [-1.46580, -2.97617, 0.57789], [-2.84200, 0.69565, -5.92235]],
  "atomic_forces_ev_per_a": [[0.0, 0.0, 0.0], [0.0, 0.0, 0.0], [0.0, 0.0, 0.0], [0.0, 0.0, 0.0], [0.0, 0.0, 0.0], [0.1, 0.0, -0.1], [0.1, 0.0, 0.0], [0.0, 0.0, 0.0], [0.0, 0.0, 0.0], [0.0, 0.1, 0.0], [0.0, 0.0, 0.0], [0.0, -0.1, 0.0], [0.0, 0.0, 0.0], [0.0, -0.1, 0.2], [-0.1, 0.0, 0.2], [0.0, 0.0, 0.0], [0.0, 0.0, 0.0], [0.0, 0.0, -0.1], [-0.1, 0.0, 0.0], [0.0, 0.1, 0.0], [0.0, 0.0, 0.0], [0.1, 0.0, -0.2], [0.0, 0.0, 0.0], [0.0, 0.0, 0.0], [0.0, 0.0, 0.0], [0.0, 0.0, 0.1], [0.0, 0.0, 0.0], [-0.1, 0.0, 0.0], [0.0, 0.0, 0.0], [0.0, -0.2, 0.0], [0.1, 0.0, -0.1], [0.0, 0.0, 0.0], [0.0, 0.0, 0.1], [0.0, 0.1, 0.0], [0.0, 0.0, 0.0], [0.0, 0.0, 0.0], [0.0, 0.0, 0.0], [0.1, 0.1, 0.0], [0.0, 0.0, 0.0], [0.0, 0.0, 0.0], [0.0, 0.0, 0.1], [0.0, 0.0, 0.1], [0.0, 0.0, 0.0], [-0.1, 0.0, 0.0], [0.0, 0.1, -0.1], [0.0, 0.0, 0.1], [0.0, 0.0, 0.0], [0.0, 0.0, 0.0], [0.0, 0.0, 0.0]]
}

=====

(4)
{
  "formula": "C15H30O5",
  "method": "wB97M-V/def2-TZVPD",
  "homo_ev": -9.3,
  "smiles": "CC(C)=O.CC(C)=O.CC(C)=O.CC(C)=O.CC(C)=O",
  "homo_lumo_gap_ev": 9.662,
  "spin_multiplicity": 1,
  "largest_force_ha_per_bohr": 0.02623,
  "relative_energy_kj_mol": 12.7,
  "symbols": ["H", "H", "H", "O", "C", "O", "C", "C", "H", "H", "H", "C", "C", "H", "H", "H", "H", "C", "H", "H", "C", "H", "C", "C", "O", "H", "H", "C", "C", "C", "H", "H", "H", "H", "H", "H", "C", "H", "H", "O", "H", "O", "H", "H", "C", "H", "H", "H", "C", "H"],
  "xyz": [[0.11316, 1.28326, 4.14344], [0.49357, 3.45424, -5.72645], [-2.11260, -0.69633, 5.60508], [-2.75090, -1.75166, -5.91352], [1.62571, 1.69050, -4.13671], [0.87072, 2.91707, 5.98140], [-0.45823, -0.21919, -0.57469], [1.22624, 2.95717, -6.36205], [1.54947, -0.55413, 0.25352], [0.53918, 0.46637, 1.15705], [-3.15765, -1.90154, 4.91403], [-0.78527, -3.26196, 4.93337], [-2.34390, -1.22424, 4.66986], [-1.56026, -3.98262, 4.66485], [-1.62713, -0.00615, -3.91602], [0.60999, 1.88313, -3.80185], [0.83338, 2.59945, -7.31072], [-1.13232, -0.41174, -4.81228], [3.35264, 2.78081, 6.64341], [1.97861, 0.70545, -3.83904], [1.18369, 1.29193, 4.31593], [-0.10944, -0.53553, -4.45905], [-1.93082, -0.05546, -0.22257], [-1.06074, -1.92093, 4.31156], [2.59816, 1.03973, -6.18321], [-2.07023, 0.08001, 0.84891], [-2.58549, -0.47369, 3.92364], [3.07493, 2.12573, 5.82285], [0.50423, -0.44555, 0.54900], [-1.61963, -2.81256, -4.11157], [1.94455, 3.74272, -6.61933], [3.28006, 1.09013, 6.11564], [1.48745, 0.25681, 4.48604], [1.67203, 1.56633, 3.37265], [-1.18079, 0.40063, -5.53323], [-2.44917, -3.51758, -4.12698], [-1.90359, -1.68252, -5.05346], [-0.71701, -3.33873, -4.43469], [-1.42357, -2.49123, -3.08812], [-0.12658, -0.16373, -1.74028], [3.78876, 2.33707, 5.01984], [-0.23925, -1.41775, 3.57421], [0.19544, -3.62669, 4.64676], [-0.82107, -3.16863, 6.02421], [1.88740, 1.83464, -5.62080], [2.27148, 2.39416, -3.59665], [-2.30831, 0.78685, -0.79985], [-2.48796, -0.92962, -0.56201], [1.65367, 2.19893, 5.39855], [0.22736, -1.29340, 1.16931]],
  "atomic_forces_ev_per_a": [[-0.1, 0.3, 0.3], [-0.3, -0.2, -0.3], [-0.1, 0.1, -0.1], [0.0, -0.2, 0.0], [0.7, 0.1, 0.2], [0.0, 0.2, 0.0], [-0.2, -0.2, -0.5], [0.1, 0.7, 0.1], [-0.2, -0.3, -0.6], [-0.5, -0.2, 0.3], [-0.1, -0.1, -0.3], [-0.2, 0.0, 0.5], [0.5, 0.2, 0.5], [0.0, 0.0, -0.1], [0.1, 0.0, 0.0], [-0.1, -0.1, -0.2], [-0.3, 0.0, 0.1], [-0.1, 0.6, 1.2], [-0.5, 0.1, 0.1], [-0.3, -0.1, 0.1], [0.4, -0.6, -1.0], [0.0, -0.3, -0.2], [0.4, 0.0, 0.0], [0.3, -0.3, -0.3], [0.2, -0.1, -0.2], [-0.2, 0.1, -0.1], [-0.2, -0.1, -0.1], [1.3, -0.4, -0.1], [0.8, 0.5, 0.2], [0.0, -0.6, 0.2], [0.2, -0.2, 0.1], [0.0, 0.1, 0.0], [0.1, 0.0, 0.1], [0.0, 0.0, 0.1], [-0.2, -0.5, -0.5], [0.0, 0.0, 0.0], [0.1, 0.8, -0.6], [0.0, 0.1, -0.1], [0.0, 0.2, -0.1], [0.2, 0.0, 0.2], [-0.3, -0.1, -0.2], [-0.3, 0.1, 0.0], [0.0, 0.0, -0.1], [0.0, 0.0, 0.0], [-0.2, -0.2, 0.3], [-0.1, 0.1, -0.1], [-0.1, 0.1, 0.2], [0.1, -0.1, 0.1], [-1.0, 0.4, 0.7], [-0.2, 0.1, 0.2]]
}